# 1
Molecular formula: C6H16N2
Method: DFT, ωB97M-V with the def2-TZVPD basis set

ORCA input file:
```
! RIJCOSX wB97M-V def2-TZVPD def2/J DEFGRID3
* xyz 0 3
C -1.464 1.768 0.735
C 1.278 0.529 -1.148
C 1.850 0.264 1.263
C 0.973 -1.693 -0.053
C -1.595 0.278 0.536
C 1.056 -0.229 0.067
N -2.564 -1.523 -0.902
N -2.253 -0.192 -0.606
H -2.400 2.166 0.229
H -0.556 2.167 0.383
H -1.679 1.879 1.803
H 2.048 0.291 -1.947
H 0.360 0.354 -1.792
H 1.264 1.603 -0.896
H 2.873 0.257 1.026
H 1.710 -0.272 2.104
H 1.406 1.225 1.460
H 0.578 -2.250 0.933
H 2.100 -2.015 -0.289
H 0.548 -2.107 -1.050
H -1.761 -0.417 1.428
H -1.613 -2.101 -1.001
H -3.156 -1.997 -0.245
H -1.792 0.263 -1.427
*
```

Computed properties:
LUMO level (spin up / spin down) = 0.89 / 0.25 eV
frontier orbital gap (spin up / spin down) = 0.235 / 0.347 Eh

# 2
Molecular formula: C36H46BaN2P2
Method: DFT, ωB97M-V with the def2-TZVPD basis set

ORCA input file:
```
! RIJCOSX wB97M-V def2-TZVPD def2/J DEFGRID3
* xyz 0 1
Ba -0.660 0.487 -0.433
C 3.155 -2.115 -0.739
C 3.681 -0.681 -0.635
C 3.971 -0.098 -2.016
P 2.400 0.352 0.244
C 3.290 1.971 0.540
C 4.633 1.901 1.261
C 2.336 2.899 1.293
C 2.321 -0.430 1.887
C 3.473 -0.787 2.590
C 3.419 -1.368 3.842
C 2.170 -1.610 4.408
C 1.016 -1.302 3.724
C 1.040 -0.720 2.431
N -0.082 -0.562 1.667
C -1.346 -0.664 2.217
C -1.781 0.100 3.313
C -3.085 0.024 3.758
C -4.004 -0.802 3.118
C -3.609 -1.535 2.013
C -2.291 -1.487 1.558
P -1.647 -2.238 0.031
C -0.431 -3.521 0.639
C 0.029 -4.416 -0.513
C -0.820 -4.326 1.878
C -3.141 -3.103 -0.688
C -3.611 -4.380 0.005
C -2.922 -3.343 -2.185
H 3.845 -2.740 -1.310
H 3.030 -2.557 0.250
H 2.184 -2.131 -1.246
H 4.604 -0.685 -0.051
H 3.047 0.002 -2.593
H 4.441 0.885 -1.945
H 4.648 -0.752 -2.570
H 3.446 2.386 -0.462
H 4.488 1.587 2.295
H 5.334 1.216 0.780
H 5.087 2.894 1.274
H 2.044 2.458 2.250
H 2.820 3.856 1.501
H 1.442 3.101 0.707
H 4.446 -0.619 2.146
H 4.327 -1.638 4.363
H 2.104 -2.064 5.390
H 0.058 -1.545 4.165
H -1.074 0.759 3.803
H -3.398 0.627 4.602
H -5.023 -0.862 3.477
H -4.339 -2.155 1.512
H 0.414 -2.890 0.923
H -0.729 -5.155 -0.778
H 0.256 -3.829 -1.406
H 0.934 -4.956 -0.226
H -1.564 -5.090 1.656
H 0.068 -4.828 2.269
H -1.210 -3.678 2.663
H -3.927 -2.345 -0.599
H -2.902 -5.191 -0.162
H -3.726 -4.240 1.079
H -4.575 -4.694 -0.403
H -2.132 -4.077 -2.356
H -3.837 -3.726 -2.644
H -2.649 -2.421 -2.699
N 0.351 1.937 -3.257
C -0.802 2.523 -3.830
C -1.259 2.039 -5.054
C -2.364 2.592 -5.677
C -3.027 3.651 -5.079
C -2.587 4.118 -3.850
C -1.487 3.567 -3.189
C -1.142 4.083 -1.831
C -1.052 5.472 -1.672
C -0.923 6.038 -0.413
C -0.897 5.204 0.695
C -0.943 3.826 0.515
C -1.041 3.200 -0.737
H 0.923 1.486 -3.954
H 0.890 2.602 -2.716
H -0.727 1.220 -5.528
H -2.704 2.198 -6.627
H -3.883 4.108 -5.559
H -3.127 4.922 -3.366
H -1.086 6.117 -2.545
H -0.863 7.114 -0.300
H -0.832 5.624 1.694
H -0.902 3.209 1.419
*
```

Computed properties:
relative energy (zero: lowest compared OMol25 entry of this formula, charge and spin) = 2.3 kcal/mol
LUMO level = 0.11 eV
frontier orbital gap = 0.257 Eh

# 3
Molecular formula: C45H41N2O11PS
Method: DFT, ωB97M-V with the def2-TZVPD basis set

ORCA input file:
```
! RIJCOSX wB97M-V def2-TZVPD def2/J DEFGRID3
* xyz 0 1
C -1.064 -6.117 2.190
C 0.455 -6.043 2.121
O 0.808 -5.101 1.083
P 1.563 -3.796 1.612
O 2.786 -4.083 2.368
C 1.968 -2.918 0.072
C 2.184 -1.415 0.254
C 1.041 -0.411 -0.127
C 0.382 0.006 1.133
N -0.190 0.386 2.061
C 1.735 0.863 -0.680
C 2.502 1.553 0.456
C 1.778 2.863 1.002
O 3.100 2.701 0.146
C -0.086 -0.921 -1.059
S -1.180 -2.188 -0.293
C 0.433 -1.426 -2.322
N 1.019 -1.992 -3.145
C -1.020 0.318 -1.448
C -2.510 0.042 -1.448
O -3.198 0.441 -0.551
O -3.023 -0.607 -2.543
C -4.214 -1.311 -2.290
C -4.060 -2.809 -2.279
O -5.270 -0.781 -2.157
O 0.527 -2.854 2.388
C 0.466 -3.032 3.828
C 0.836 -1.709 4.507
H -1.364 -6.735 3.032
H -1.418 -6.565 1.265
H -1.486 -5.117 2.250
H 0.824 -7.008 1.788
H 0.906 -5.811 3.081
H 1.237 -3.219 -0.672
H 2.906 -3.372 -0.233
H 3.073 -1.121 -0.296
H 2.434 -1.246 1.299
H 2.475 0.625 -1.441
H 1.046 1.652 -0.941
H 2.986 0.934 1.197
H 2.152 3.838 1.326
H 1.925 2.438 2.044
H -1.640 -1.523 0.783
H -0.873 1.152 -0.776
H -0.769 0.632 -2.462
H -4.559 -3.153 -3.185
H -3.029 -3.127 -2.336
H -4.594 -3.244 -1.444
H 1.089 -3.847 4.178
H -0.570 -3.273 4.052
H -0.077 -1.198 4.802
H 1.463 -1.860 5.378
H 1.321 -1.071 3.778
O -1.484 -2.137 -6.589
C -1.950 -1.314 -7.348
C -3.035 -0.395 -6.905
C -3.494 -0.479 -5.596
C -4.478 0.396 -5.160
C -5.002 1.349 -6.030
C -4.557 1.422 -7.337
C -3.575 0.548 -7.782
C -3.117 0.625 -9.197
O -3.623 1.408 -9.973
C -2.016 -0.279 -9.634
C -1.548 -0.198 -10.939
C -0.506 -1.010 -11.350
C 0.075 -1.907 -10.459
C -0.396 -2.000 -9.161
C -1.445 -1.191 -8.744
H -3.074 -1.217 -4.930
H -4.839 0.348 -4.146
H -5.761 2.036 -5.681
H -4.966 2.159 -8.014
H -1.998 0.502 -11.628
H -0.140 -0.944 -12.366
H 0.896 -2.534 -10.780
H 0.052 -2.699 -8.468
O 2.130 3.300 4.453
C 2.253 3.682 5.599
C 2.971 4.947 5.915
C 3.490 5.713 4.879
C 4.128 6.909 5.156
C 4.250 7.348 6.471
C 3.749 6.581 7.508
C 3.113 5.376 7.236
C 2.595 4.554 8.366
O 2.765 4.900 9.515
C 1.859 3.299 8.046
C 1.336 2.535 9.081
C 0.623 1.383 8.797
C 0.428 0.989 7.477
C 0.957 1.740 6.442
C 1.678 2.894 6.722
H 3.390 5.373 3.858
H 4.528 7.506 4.348
H 4.739 8.289 6.684
H 3.847 6.916 8.531
H 1.485 2.845 10.106
H 0.213 0.791 9.605
H -0.138 0.094 7.257
H 0.808 1.434 5.415
*
```

Computed properties:
LUMO level = -1.08 eV
frontier orbital gap = 0.286 Eh
structure (SMILES) = CCOP(=O)(CC[C@@](C#N)(C[C@@H]1CO1)[C@](S)(C#N)CC(=O)OC(C)=O)OCC.O=C1c2ccccc2C(=O)c2ccccc21.O=C1c2ccccc2C(=O)c2ccccc21

# 4
Molecular formula: C4H12O
Method: DFT, ωB97M-V with the def2-TZVPD basis set

ORCA input file:
```
! RIJCOSX wB97M-V def2-TZVPD def2/J DEFGRID3
* xyz 0 1
C 1.760 0.457 2.122
C 0.228 0.617 1.841
O -0.056 -0.405 0.869
H 2.269 1.183 1.486
H 2.055 -0.507 1.709
H 1.970 0.494 3.184
H -0.317 0.257 2.719
H 0.062 1.648 1.555
H -0.899 -0.306 0.424
C -0.531 0.275 -2.545
C -1.296 -0.985 -2.110
H -1.184 0.902 -3.158
H -0.303 0.884 -1.664
H 0.404 0.080 -3.047
H -1.056 -1.771 -2.833
H -2.390 -0.965 -2.190
H -1.089 -1.270 -1.095
*
```

Computed properties:
relative energy (zero: lowest compared OMol25 entry of this formula, charge and spin) = 21.9 kcal/mol
LUMO level = 1.03 eV
frontier orbital gap = 0.416 Eh
structure (SMILES) = CCO.CC

# 5
Molecular formula: C21H37BrN4O4PtSSi3
Method: DFT, ωB97M-V with the def2-TZVPD basis set

ORCA input file:
```
! RIJCOSX wB97M-V def2-TZVPD def2/J DEFGRID3
* xyz 2 1
Pt -0.233 -0.128 0.016
C -0.964 1.767 2.544
O -1.261 1.258 1.221
Si -2.370 1.941 0.113
C -1.981 3.730 -0.152
C -4.076 1.873 0.865
C -1.831 0.703 -1.239
Si -1.122 1.557 -2.828
C -0.745 0.336 -4.202
C -2.522 2.658 -3.427
C 0.434 2.523 -2.423
Si -2.845 -0.846 -1.396
C -4.686 -0.874 -1.141
C -2.622 -1.581 1.084
C -2.515 -2.197 -2.650
H -1.894 2.124 2.984
H -0.244 2.580 2.466
H -0.566 0.958 3.146
H -2.074 4.245 0.809
H -2.717 4.186 -0.816
H -0.985 3.929 -0.541
H -4.105 2.597 1.684
H -4.420 0.919 1.261
H -4.816 2.218 0.138
H -1.451 -0.487 -4.284
H 0.261 -0.075 -4.148
H -0.806 0.893 -5.141
H -3.493 2.156 -3.408
H -2.331 2.928 -4.469
H -2.607 3.589 -2.869
H 0.987 2.142 -1.558
H 0.230 3.578 -2.244
H 1.113 2.470 -3.276
H -5.085 -0.196 -0.391
H -5.012 -1.889 -0.904
H -5.153 -0.618 -2.098
H -2.953 -0.658 1.549
H -1.295 -2.585 -0.198
H -2.975 -3.455 1.201
H -2.946 -1.945 -3.621
H -3.052 -3.087 -2.307
H -1.465 -2.445 -2.794
C 5.056 -4.020 0.058
C 3.837 -3.607 -0.669
N 3.274 -4.242 -1.645
N 2.197 -3.491 -1.973
C 2.072 -2.389 -1.235
S 0.846 -1.249 -1.662
N 3.121 -2.448 -0.389
N 3.429 -1.472 0.542
H 5.433 -4.935 -0.390
H 4.840 -4.209 1.111
H 5.828 -3.252 -0.004
H 1.597 -3.776 -2.733
H 4.249 -0.950 0.250
H 3.581 -1.890 1.452
Br 5.741 1.393 6.133
C 4.457 1.028 4.807
C 3.479 0.071 5.048
C 2.540 -0.197 4.069
C 2.577 0.491 2.857
C 3.559 1.454 2.629
C 4.503 1.721 3.603
C 1.574 0.187 1.820
O 1.547 0.869 0.736
O 0.719 -0.736 1.986
H 3.457 -0.452 5.994
H 1.773 -0.941 4.237
H 3.572 1.994 1.691
H 5.270 2.465 3.439
O -3.323 -2.605 1.513
C -1.615 -1.608 0.162
*
```

Computed properties:
relative energy (zero: lowest compared OMol25 entry of this formula, charge and spin) = 21.5 kcal/mol
LUMO level = -6.80 eV
frontier orbital gap = 0.246 Eh

# 6
Molecular formula: C24H24Br2O5
Method: DFT, ωB97M-V with the def2-TZVPD basis set

ORCA input file:
```
! RIJCOSX wB97M-V def2-TZVPD def2/J DEFGRID3
* xyz 0 1
C 4.605 -1.970 1.965
C 3.186 -2.458 2.039
O 2.331 -1.381 1.555
C 1.126 -1.270 2.156
C 0.434 -0.018 1.725
C 1.161 1.241 1.896
C 0.403 2.538 1.803
O 2.384 1.252 2.087
C -1.018 -0.098 1.766
O -1.822 0.838 1.729
O -1.459 -1.367 1.796
C -2.893 -1.430 1.938
C -3.202 -2.892 2.010
O 0.712 -2.076 2.970
H 5.284 -2.788 2.214
H 4.846 -1.595 0.967
H 4.758 -1.167 2.694
H 3.011 -3.322 1.387
H 2.907 -2.704 3.068
H -0.674 2.362 1.695
H 0.591 3.117 2.722
H 0.778 3.122 0.950
H -3.184 -0.915 2.866
H -3.382 -0.941 1.083
H -4.280 -3.032 2.114
H -2.866 -3.412 1.106
H -2.704 -3.339 2.878
Br -2.519 -5.706 -1.312
C -1.576 -4.059 -1.319
C -0.273 -3.993 -0.800
C 0.375 -2.768 -0.723
C -0.268 -1.564 -1.100
C 0.367 -0.290 -0.874
C -0.080 0.887 -1.479
C 0.683 2.040 -1.560
C 0.267 3.264 -2.187
C 1.136 4.391 -2.196
C 0.743 5.605 -2.749
C -0.535 5.736 -3.320
Br -1.089 7.392 -4.039
C -1.398 4.629 -3.357
C -1.005 3.412 -2.805
C -1.541 -1.672 -1.715
C -2.189 -2.901 -1.817
H 0.211 -4.896 -0.445
H 1.408 -2.719 -0.381
H 1.366 -0.298 -0.424
H -1.072 0.907 -1.929
H 1.691 2.018 -1.139
H 2.129 4.285 -1.757
H 1.411 6.459 -2.734
H -2.379 4.726 -3.809
H -1.681 2.559 -2.848
H -2.035 -0.779 -2.099
H -3.176 -2.962 -2.265
*
```

Computed properties:
LUMO level = -2.47 eV
frontier orbital gap = 0.196 Eh

# 7
Molecular formula: CHFOS2
Method: DFT, ωB97M-V with the def2-TZVPD basis set

ORCA input file:
```
! RIJCOSX wB97M-V def2-TZVPD def2/J DEFGRID3
* xyz 0 1
O -4.062 -1.715 0.107
C -4.009 -0.564 0.049
S -3.936 0.972 -0.014
F -0.411 -1.383 -0.634
S 0.869 -1.007 0.347
H 0.897 0.281 -0.043
*
```

Computed properties:
relative energy (zero: lowest compared OMol25 entry of this formula, charge and spin) = 0.0 kcal/mol
LUMO level = -0.11 eV
frontier orbital gap = 0.360 Eh
structure (SMILES) = O=C=S.FS

# 8
Molecular formula: C4H6N2O
Method: DFT, ωB97M-V with the def2-TZVPD basis set

ORCA input file:
```
! RIJCOSX wB97M-V def2-TZVPD def2/J DEFGRID3
* xyz 0 1
C -2.307 0.241 -0.133
C -0.839 -0.011 -0.259
C 0.216 0.421 0.593
C 1.316 -0.174 0.066
N 2.648 -0.210 0.472
O 0.970 -0.884 -1.024
N -0.396 -0.790 -1.215
H -2.836 -0.250 -0.953
H -2.679 -0.166 0.814
H -2.537 1.311 -0.150
H 0.165 1.032 1.482
H 3.195 0.561 0.108
H 3.085 -1.081 0.198
*
```

Computed properties:
relative energy (zero: lowest compared OMol25 entry of this formula, charge and spin) = 39.6 kcal/mol
LUMO level = 0.94 eV
frontier orbital gap = 0.373 Eh
structure (SMILES) = Cc1cc(N)on1

# 9
Molecular formula: C5H10N2O
Method: DFT, ωB97M-V with the def2-TZVPD basis set

ORCA input file:
```
! RIJCOSX wB97M-V def2-TZVPD def2/J DEFGRID3
* xyz 0 1
H 0.035 2.831 1.010
N -0.179 1.835 0.943
C -0.527 1.478 -0.213
C -1.233 0.008 -0.570
C -1.487 -0.746 0.725
O -2.137 0.192 -1.388
H -0.698 2.144 -1.063
H -0.564 -1.154 1.122
H -1.968 -0.083 1.441
H -2.121 -1.610 0.532
C 0.476 -0.888 -1.350
N 1.361 -0.101 -0.751
C 1.954 -0.314 0.533
H 0.211 -0.544 -2.351
H 0.561 -1.969 -1.279
H 2.520 0.569 0.826
H 1.206 -0.444 1.324
H 2.589 -1.205 0.510
*
```

Computed properties:
relative energy (zero: lowest compared OMol25 entry of this formula, charge and spin) = 107.1 kcal/mol
LUMO level (spin up / spin down) = -0.91 / -0.91 eV
frontier orbital gap (spin up / spin down) = 0.297 / 0.297 Eh
structure (SMILES) = [H]/N=C/C(C)=O.C=NC

# 10
Molecular formula: C3H5N3O2S
Method: DFT, ωB97M-V with the def2-TZVPD basis set

ORCA input file:
```
! RIJCOSX wB97M-V def2-TZVPD def2/J DEFGRID3
* xyz 0 1
N -0.993 -1.583 0.274
C -1.093 -0.454 1.015
N -0.956 0.791 0.787
C -0.589 1.603 -0.270
C 0.758 1.872 -0.529
S 1.917 0.911 0.397
N 1.763 -0.690 -0.420
O 1.046 -0.735 -1.353
O 2.289 -1.551 0.157
H -1.201 -2.509 0.657
H -1.116 -1.717 -0.718
H -1.413 -0.730 2.077
H -1.394 2.192 -0.767
H 0.983 2.597 -1.308
*
```

Computed properties:
relative energy (zero: lowest compared OMol25 entry of this formula, charge and spin) = 73.7 kcal/mol
LUMO level = 0.40 eV
frontier orbital gap = 0.338 Eh
structure (SMILES) = N/C=N\C=C/S[N+](=O)[O-]

Molecular weight for the records above, in order: 116.2, 706.1, 848.9, 76.1, 800.9, 552.3, 112.1, 98.1, 114.1, 147.2 g mol⁻¹